(1)
C11H8BrEuNO4 | ωB97M-V with the def2-TZVPD basis set

```
26
Properties=species:S:1:pos:R:3:forces:R:3
Eu -0.5982 0.9037 -0.7557 0.6 -0.2 1.6
C -0.5182 2.5268 1.3597 0.1 1.4 2.6
O -0.4535 3.0274 2.3741 -0.1 -0.9 -2.0
C -0.4600 3.3322 -1.7071 0.0 3.8 -1.7
O -0.4605 4.3697 -2.1827 0.0 -2.9 1.4
C -3.1297 1.3027 -0.7039 -5.5 0.2 0.1
O -4.2792 1.3171 -0.6948 4.3 0.0 0.0
C 2.1397 1.4230 -0.8905 3.3 -0.3 0.5
O 3.2631 1.3271 -0.7196 -3.0 0.4 -0.5
C -0.4511 -0.6927 -2.7323 0.1 1.2 -1.1
H 0.4802 -1.1863 -2.3950 -0.4 0.2 -0.6
H -1.3887 -1.1944 -2.4158 0.5 0.2 -0.6
C -0.4530 0.5445 -3.3266 0.0 -1.9 0.8
H -1.3768 1.1049 -3.4786 0.0 -0.3 -0.4
H 0.4628 1.1140 -3.4788 0.0 -0.3 -0.4
Br -1.0415 -4.4069 1.6694 0.8 1.1 0.2
C -0.0378 -2.7601 1.8018 -0.5 0.2 -0.6
C 0.9879 -2.5483 2.7347 0.0 0.0 0.0
C 1.6906 -1.3289 2.8010 -0.3 0.0 -0.4
C 1.3078 -0.3386 1.8923 -0.1 0.2 0.1
N 0.3045 -0.5152 1.0107 0.0 -1.0 0.1
C -0.3540 -1.7101 0.9289 0.8 0.6 0.7
H 1.2132 -3.3725 3.4003 0.2 0.1 0.1
H 2.5063 -1.1360 3.5259 -0.7 -0.3 -0.6
H 1.7771 0.6657 1.8359 -0.2 -0.9 0.4
H -1.1310 -1.7685 0.1467 0.3 -0.3 0.5
```
Positions in Å, forces in eV/Å.

Calculated values
HOMO (spin up / spin down), eV: -15.8 / -15.8
Molar mass, g/mol: 450.1
Charge: +2
<S²>: 15.76
Orbital gap (spin up / spin down), eV: 7.8 / 7.9
Spin multiplicity: 8

(2)
C21H17NOS | ωB97M-V with the def2-TZVPD basis set

```
41
Properties=species:S:1:pos:R:3:forces:R:3
C -6.5341 -2.8818 2.2517 -0.1 -0.2 0.1
C -5.2937 -2.0438 2.1821 0.2 0.3 0.0
C -5.3842 -0.7108 1.7594 0.2 -0.3 0.2
C -4.2544 0.0776 1.7035 0.2 0.2 -0.3
C -2.9577 -0.4171 2.0364 -1.0 -0.9 0.1
C -1.8332 0.4338 1.8768 0.4 -0.4 -0.4
C -0.5616 0.3207 2.5024 1.0 0.3 0.6
C -0.1485 -0.6598 3.4635 0.0 0.0 -0.5
C 1.1952 -0.8402 3.7630 -0.2 0.2 0.0
C 2.1372 0.0619 3.2539 0.7 0.0 -0.2
O 3.4811 -0.0591 3.6142 -0.6 0.1 0.0
C 4.3121 -0.8578 2.8110 -0.3 -0.1 -0.4
C 5.2017 -0.2301 1.9326 -0.5 -0.3 0.2
C 5.9218 -1.0185 1.0332 0.0 0.0 0.3
C 5.7986 -2.4116 1.0611 -0.1 0.1 0.1
C 4.9464 -3.0213 1.9880 0.0 0.1 0.1
C 4.1924 -2.2471 2.8738 0.2 0.3 -0.2
C 1.7555 1.1363 2.4357 0.3 -0.3 0.4
C 0.4297 1.2614 2.0844 -0.4 -0.3 -0.4
C -2.8816 -1.7920 2.4266 -0.2 0.5 0.1
C -4.0329 -2.5642 2.5147 0.1 0.0 0.0
H -6.3301 -3.8379 2.7431 -0.1 0.1 -0.1
H -7.3285 -2.3639 2.8051 0.2 -0.1 -0.1
H -6.9270 -3.0876 1.2463 0.1 0.1 0.2
H -6.3609 -0.3066 1.4815 0.4 0.0 0.1
H -4.3479 1.1197 1.4137 0.2 -0.1 0.1
H -1.8977 1.1895 1.0886 -0.1 -0.2 0.5
H -0.8788 -1.3091 3.9404 0.2 0.2 -0.1
H 1.5356 -1.6641 4.3940 -0.2 0.4 -0.1
H 5.2757 0.8578 1.9533 0.0 -0.3 -0.1
H 6.5824 -0.5273 0.3163 -0.2 -0.2 0.2
H 6.3743 -3.0209 0.3607 -0.2 0.2 0.2
H 4.8590 -4.1076 2.0279 0.1 0.3 -0.1
H 3.5111 -2.6913 3.6015 0.2 0.1 -0.3
H 2.5223 1.8300 2.0873 -0.3 -0.2 0.1
H 0.1196 2.0740 1.4290 0.0 -0.2 0.1
H -1.9104 -2.2513 2.6034 -0.4 0.0 -0.1
H -3.9687 -3.6053 2.8392 0.1 0.3 -0.2
N -2.9428 2.7662 1.6573 -1.2 1.7 -0.8
C -3.6380 3.5962 1.1464 1.8 -1.8 1.3
S -4.5352 4.7653 0.5076 -0.6 0.5 -0.4
```
Positions in Å, forces in eV/Å.

Calculated values
HOMO, eV: -6.8
Molar mass, g/mol: 331.4
Energy above the lowest of the compared OMol25 structures with the same formula, charge and spin, kcal per mole: 0.0
Orbital gap, eV: 4.3

Copy entry 1 word for word.
C11H8BrEuNO4 | ωB97M-V with the def2-TZVPD basis set

```
26
Properties=species:S:1:pos:R:3:forces:R:3
Eu -0.5982 0.9037 -0.7557 0.6 -0.2 1.6
C -0.5182 2.5268 1.3597 0.1 1.4 2.6
O -0.4535 3.0274 2.3741 -0.1 -0.9 -2.0
C -0.4600 3.3322 -1.7071 0.0 3.8 -1.7
O -0.4605 4.3697 -2.1827 0.0 -2.9 1.4
C -3.1297 1.3027 -0.7039 -5.5 0.2 0.1
O -4.2792 1.3171 -0.6948 4.3 0.0 0.0
C 2.1397 1.4230 -0.8905 3.3 -0.3 0.5
O 3.2631 1.3271 -0.7196 -3.0 0.4 -0.5
C -0.4511 -0.6927 -2.7323 0.1 1.2 -1.1
H 0.4802 -1.1863 -2.3950 -0.4 0.2 -0.6
H -1.3887 -1.1944 -2.4158 0.5 0.2 -0.6
C -0.4530 0.5445 -3.3266 0.0 -1.9 0.8
H -1.3768 1.1049 -3.4786 0.0 -0.3 -0.4
H 0.4628 1.1140 -3.4788 0.0 -0.3 -0.4
Br -1.0415 -4.4069 1.6694 0.8 1.1 0.2
C -0.0378 -2.7601 1.8018 -0.5 0.2 -0.6
C 0.9879 -2.5483 2.7347 0.0 0.0 0.0
C 1.6906 -1.3289 2.8010 -0.3 0.0 -0.4
C 1.3078 -0.3386 1.8923 -0.1 0.2 0.1
N 0.3045 -0.5152 1.0107 0.0 -1.0 0.1
C -0.3540 -1.7101 0.9289 0.8 0.6 0.7
H 1.2132 -3.3725 3.4003 0.2 0.1 0.1
H 2.5063 -1.1360 3.5259 -0.7 -0.3 -0.6
H 1.7771 0.6657 1.8359 -0.2 -0.9 0.4
H -1.1310 -1.7685 0.1467 0.3 -0.3 0.5
```
Positions in Å, forces in eV/Å.

Calculated values
HOMO (spin up / spin down), eV: -15.8 / -15.8
Molar mass, g/mol: 450.1
Charge: +2
<S²>: 15.76
Orbital gap (spin up / spin down), eV: 7.8 / 7.9
Spin multiplicity: 8